# 1
A structure of composition C36H31MoN2O10P2. Source: the OMol25 dataset; level of theory: wB97M-V/def2-TZVPD.

Geometry as XYZ:
```
82
Properties=species:S:1:pos:R:3:forces:R:3
Mo -0.5916 -0.0964 0.0320 0.4 0.3 0.6
C 7.3121 -0.3041 0.8903 0.0 0.0 0.0
C 6.4590 0.5382 1.5876 0.0 0.0 0.0
C 5.0955 0.5063 1.3437 0.0 0.0 0.0
C 4.5734 -0.3767 0.3955 0.0 0.1 0.0
C 5.4375 -1.2379 -0.2896 0.0 -0.1 0.0
C 6.7991 -1.1978 -0.0391 0.0 0.0 0.0
P 2.8214 -0.3500 -0.0099 0.0 0.0 0.1
C 2.0298 0.9173 1.0206 0.0 -0.1 0.0
C 1.0524 0.5592 1.9702 -0.1 0.2 -0.2
C 0.3959 1.5537 2.6997 0.0 -0.1 0.0
C 0.7010 2.8883 2.4926 0.1 0.0 0.0
C 1.6845 3.2385 1.5742 0.0 0.0 0.0
C 2.3496 2.2638 0.8428 0.0 0.0 0.0
C 1.9723 -1.8861 0.3797 0.0 0.0 0.1
C 2.7477 -3.0020 0.6914 -0.1 0.0 0.0
C 2.1454 -4.2316 0.8834 0.0 0.0 0.0
C 0.7722 -4.3388 0.7391 0.1 0.0 0.0
C 0.0079 -3.2195 0.4475 0.0 0.1 0.0
C 0.5623 -1.9500 0.2705 0.1 0.1 0.0
H 8.3775 -0.2697 1.0762 0.0 0.0 0.0
H 6.8537 1.2252 2.3243 0.0 0.0 0.0
H 4.4457 1.1652 1.9023 0.0 0.0 0.0
H 5.0572 -1.9657 -0.9921 0.1 0.0 0.1
H 7.4578 -1.8666 -0.5769 0.0 0.0 0.0
H 0.8801 -0.4802 2.2126 0.0 -0.2 0.1
H -0.3359 1.2630 3.4429 0.0 0.0 0.0
H 0.1956 3.6576 3.0627 0.0 0.0 0.0
H 1.9404 4.2799 1.4255 0.0 0.0 0.0
H 3.1240 2.5551 0.1453 0.0 0.0 0.0
H 3.8203 -2.9169 0.7855 0.0 0.0 0.0
H 2.7464 -5.0958 1.1317 0.0 0.0 0.0
H 0.2853 -5.2973 0.8646 0.0 0.0 0.0
H -1.0570 -3.3749 0.3689 -0.1 0.0 0.0
C -2.2381 3.2060 -0.2335 0.0 0.0 0.0
P -2.4869 1.5717 0.5083 0.0 0.0 0.0
C -4.0703 1.0001 -0.1791 0.0 0.0 0.0
C -2.8967 1.9146 2.2432 0.0 0.0 0.0
H -3.0779 3.8620 -0.0009 0.0 0.0 0.0
H -2.1297 3.1091 -1.3121 0.0 0.0 0.0
H -1.3148 3.6440 0.1431 0.0 0.0 0.0
H -4.8065 1.7998 -0.0921 0.0 0.0 0.0
H -4.4374 0.1324 0.3699 0.0 0.0 0.0
H -3.9543 0.7319 -1.2281 0.0 0.0 0.0
H -3.8389 2.4620 2.2895 0.0 0.0 0.0
H -2.1179 2.5223 2.7012 -0.1 0.0 0.0
H -2.9955 0.9788 2.7920 0.0 0.0 0.0
O -2.0310 -1.3621 -0.7338 -0.2 0.1 0.1
C -2.5169 -1.6482 0.4213 0.2 0.2 0.3
O -1.9392 -1.0552 1.4137 -0.2 -0.3 -0.6
C -3.6292 -2.5690 0.5814 0.1 0.1 0.0
C -4.0947 -2.8525 1.8608 0.0 0.0 0.1
C -5.1592 -3.7271 2.0586 0.0 0.0 0.1
C -5.7138 -4.2868 0.9315 0.0 0.0 -0.1
O -6.7390 -5.1561 0.8602 -0.1 0.0 0.0
C -6.9502 -5.4402 -0.5316 0.0 0.0 0.0
O -5.9732 -4.6979 -1.2648 0.0 0.0 0.0
C -5.2455 -4.0046 -0.3516 0.0 0.0 0.0
C -4.2042 -3.1517 -0.5664 0.0 0.0 -0.1
H -3.6108 -2.3866 2.7088 0.0 0.0 0.0
H -5.5337 -3.9626 3.0445 0.0 0.0 0.0
H -7.9496 -5.1163 -0.8171 0.0 0.0 0.0
H -6.8108 -6.5053 -0.7073 0.0 0.0 0.0
H -3.8312 -2.9324 -1.5574 0.0 0.0 0.0
O 0.3444 3.0423 -2.2095 -0.2 0.1 0.0
C 0.8757 2.0201 -1.9145 0.3 0.2 0.4
O 0.1759 1.1100 -1.0428 -0.5 -0.6 -0.6
C 2.1868 1.5184 -2.1662 0.0 0.0 0.0
C 3.1262 2.4098 -2.6507 0.0 0.1 0.0
C 4.3830 1.9798 -3.0230 0.0 -0.1 -0.1
C 4.6286 0.6050 -3.1776 0.0 0.0 0.0
C 3.7172 -0.2817 -2.7105 0.2 0.0 0.2
C 2.5389 0.0956 -1.8877 0.1 -0.1 0.0
N 3.9225 -1.6807 -2.9134 -0.7 0.1 -0.9
O 3.1646 -2.4244 -2.2855 0.2 -0.1 0.3
O 4.7462 -2.0680 -3.7155 0.3 0.0 0.2
N 5.3822 2.9385 -3.4395 0.1 0.0 0.3
O 6.4443 2.5078 -3.8441 0.1 -0.1 -0.2
O 5.1229 4.1204 -3.3071 -0.1 0.1 -0.1
H 2.8626 3.4550 -2.7570 0.0 0.0 0.0
H 5.5128 0.2579 -3.6939 0.0 0.0 0.0
H 1.7166 -0.5874 -2.0939 -0.1 -0.1 0.0
```
Forces are in eV/Å.

Properties
HOMO level (spin up / spin down) = -0.36854 / -0.36799 Eh
energy relative to the best compared isomer or geometry (same formula, charge and spin) = 103.17 kJ/mol
HOMO-LUMO gap (spin up / spin down) = 5.790 / 5.769 eV
total charge = +1

---

# 2
A structure of composition C36H32FIrN8O7S. Source: the OMol25 dataset; level of theory: wB97M-V/def2-TZVPD.

Geometry as XYZ:
```
86
Properties=species:S:1:pos:R:3:forces:R:3
Ir 2.1478 -0.3768 -0.2891 0.1 -0.2 0.0
S 4.0821 0.8364 0.0157 0.0 0.0 0.0
C 5.0103 -0.5512 0.5610 -0.1 0.0 -0.1
N 6.1440 -0.5175 1.1721 0.1 0.0 0.0
N 6.6181 0.6760 1.4925 -0.1 0.0 0.0
C 7.7937 0.7995 2.2340 0.1 0.0 0.0
C 8.5932 -0.3032 2.5219 0.0 0.0 0.0
C 9.7611 -0.1244 3.2454 0.0 0.0 0.0
C 10.1462 1.1348 3.6846 0.0 0.0 0.0
C 9.3431 2.2284 3.3922 0.0 0.0 0.0
C 8.1723 2.0668 2.6715 0.0 0.0 0.0
N 4.5885 -1.8433 0.2674 0.2 -0.1 0.1
N 3.4379 -1.9474 -0.1948 -0.2 0.1 0.0
C 3.0275 -3.2823 -0.5154 0.0 0.0 0.0
C 2.2523 -3.4724 -1.6498 0.0 0.0 0.0
C 1.8628 -4.7599 -1.9844 0.0 0.0 0.0
C 2.2247 -5.8323 -1.1810 0.0 0.0 0.0
C 2.9882 -5.6218 -0.0396 0.0 0.0 0.0
C 3.3995 -4.3435 0.2977 0.0 0.0 0.0
H 6.0069 1.4819 1.4021 0.0 0.0 0.0
H 8.2907 -1.2817 2.1792 0.0 0.0 0.0
H 10.3785 -0.9853 3.4679 0.0 0.0 0.0
H 11.0606 1.2625 4.2480 0.0 0.0 0.0
H 9.6276 3.2173 3.7278 0.0 0.0 0.0
H 7.5465 2.9222 2.4445 0.0 0.0 0.0
H 1.9843 -2.6230 -2.2662 0.0 0.0 0.0
H 1.2739 -4.9231 -2.8772 0.0 0.0 0.0
H 1.9096 -6.8343 -1.4419 0.0 0.0 0.0
H 3.2641 -6.4566 0.5911 0.0 0.0 0.0
H 3.9952 -4.1545 1.1798 0.0 0.0 0.0
O -3.6230 3.3244 -0.0532 0.0 0.0 0.0
C -2.9822 2.9475 -1.0112 0.1 0.0 0.0
O -3.4538 2.8469 -2.2350 0.7 0.0 0.0
C -1.5651 2.4610 -0.8797 0.0 0.0 0.0
C -0.9411 2.5263 0.3615 0.0 0.0 0.0
C 0.2583 1.8672 0.5405 0.0 0.0 0.0
N 0.8138 1.1678 -0.4548 0.0 0.1 0.0
C 0.2840 1.2010 -1.6827 -0.1 -0.1 0.0
C -0.9137 1.8436 -1.9355 0.0 0.0 0.0
C 1.0340 0.4146 -2.7529 0.1 0.1 0.0
O 0.6036 0.4192 -3.8871 0.0 0.0 0.0
O 2.1095 -0.1632 -2.3285 0.0 -0.1 0.1
H -1.4222 3.0376 1.1830 0.0 0.0 0.0
H 0.7734 1.8276 1.4914 0.0 0.0 0.0
H -1.3341 1.7859 -2.9285 0.0 0.0 0.0
C -3.8615 1.5239 2.8594 0.0 0.0 0.0
C -3.7759 0.0093 2.7671 0.0 0.0 0.0
N -2.7112 -0.4368 1.8589 0.0 0.0 0.0
C -1.4790 -0.6171 2.3598 0.0 0.0 0.0
C -0.3746 -0.9447 1.6227 0.0 0.0 0.1
C 0.9422 -0.8849 2.3857 -0.1 -0.1 0.0
O 0.8915 -1.0057 3.5983 0.0 0.0 0.0
O 2.0268 -0.6464 1.7330 0.1 0.1 0.0
C -0.5539 -1.2351 0.2458 0.0 0.0 -0.1
O 0.3854 -1.5258 -0.5582 0.0 0.0 0.0
C -1.8915 -1.1022 -0.2866 0.1 0.0 0.1
C -2.1271 -1.3322 -1.6544 0.0 0.0 0.0
C -3.3232 -1.0036 -2.1997 0.0 0.0 0.0
F -3.5574 -1.3075 -3.4919 0.0 0.0 0.0
C -4.3488 -0.3512 -1.4626 -0.1 0.1 0.0
C -4.1384 -0.2009 -0.0976 0.0 0.0 -0.1
C -2.9307 -0.5951 0.4986 0.0 0.0 0.0
N -5.4902 0.0830 -2.1046 0.1 0.0 -0.1
C -6.6231 0.5843 -1.3548 0.0 0.1 0.1
C -6.5452 2.0995 -1.1590 0.0 0.1 0.0
N -6.0416 2.7410 -2.4026 -0.3 0.0 0.1
C -6.2565 1.9019 -3.5862 -0.1 -0.1 0.0
C -5.4026 0.6381 -3.4683 0.0 0.0 0.0
H -4.6902 1.8110 3.5074 0.0 0.0 0.0
H -4.0015 1.9886 1.8832 0.0 0.0 0.0
H -2.9441 1.9273 3.2906 0.0 0.0 0.0
H -4.7119 -0.4347 2.4321 0.0 0.0 0.0
H -3.5557 -0.4235 3.7417 0.0 0.0 0.0
H -1.3548 -0.4602 3.4241 0.0 0.0 0.0
H -1.3423 -1.7600 -2.2638 0.0 0.0 0.0
H -4.8813 0.3058 0.4949 0.0 0.0 0.0
H -6.6920 0.0829 -0.3918 0.0 0.0 0.0
H -7.5309 0.3139 -1.8974 0.0 0.0 0.0
H -5.8563 2.3529 -0.3510 0.0 0.0 0.0
H -7.5327 2.4855 -0.8920 0.0 0.0 0.0
H -4.4605 2.9564 -2.2559 -0.4 0.0 0.0
H -6.4991 3.6347 -2.5312 0.0 0.0 0.0
H -5.9351 2.4513 -4.4707 0.0 0.0 0.0
H -7.3154 1.6586 -3.7222 0.0 0.0 0.0
H -4.3684 0.9115 -3.6692 0.0 0.0 0.0
H -5.7139 -0.0926 -4.2159 0.0 0.0 0.0
```
Forces are in eV/Å.

Properties
HOMO level (spin up / spin down) = -0.25751 / -0.25754 Eh
energy relative to the best compared isomer or geometry (same formula, charge and spin) = 0.00 kJ/mol
HOMO-LUMO gap (spin up / spin down) = 6.196 / 6.197 eV
total charge = 0

---

Among the records above, which one has the highest total charge? C36H31MoN2O10P2

---

Number 2 is which compound? C36H32FIrN8O7S

---

Which formula does entry 2 have? C36H32FIrN8O7S

---

The highest total charge belongs to which entry? C36H31MoN2O10P2